[1]
Entry from the OMol25 dataset: 6 unconnected molecules or ions with the total composition C23H43FO13S5 (ωB97M-V/def2-TZVPD).

Its spin multiplicity is 1. The structure (SMILES) is O=C1OC[C@@H](F)O1.O=S1(=O)CCCC1.O=S1(=O)CCCC1.O=S1(=O)CCCC1.O=S1(=O)CCCC1.O=S1(=O)CCCC1. The max |F| comes out at 0.044 Eh/bohr. As for the gap between HOMO and LUMO: 9.938 eV.

Last column: Löwdin charge in e.
Cartesian coordinates (Å):
O  4.81485  -5.01975  1.30249  0.20
C  3.80288  -4.75953  1.83557  -0.55
O  3.24497  -3.51940  1.80252  0.04
C  1.88631  -3.67514  2.21488  -0.06
C  2.10091  -4.74483  3.25119  -0.32
F  0.96006  -5.41343  3.54223  0.09
O  3.02712  -5.58311  2.59130  0.14
H  1.47453  -2.78061  2.67802  0.14
H  1.30753  -4.04837  1.36771  0.13
H  2.58003  -4.36434  4.15858  0.18
O  0.53497  -6.44422  -3.06175  -0.33
S  0.61761  -5.07897  -2.58445  0.69
O  0.69553  -4.83051  -1.16769  -0.33
C  1.89629  -4.23658  -3.60817  -0.21
C  1.06079  -3.62135  -4.72639  -0.23
C  -0.15387  -3.00365  -4.04294  -0.22
C  -0.79902  -4.15352  -3.28209  -0.21
H  2.78415  -4.82683  -3.79871  0.11
H  2.19451  -3.39469  -2.96823  0.09
H  1.59149  -2.86342  -5.30197  0.12
H  0.81432  -4.46784  -5.37557  0.12
H  -0.79782  -2.50146  -4.76203  0.12
H  0.23866  -2.24674  -3.35715  0.10
H  -1.33205  -4.84878  -3.92713  0.11
H  -1.46888  -3.83041  -2.48789  0.10
O  -3.99469  7.99717  -1.81988  -0.33
S  -3.28324  6.93630  -1.16807  0.66
O  -2.93096  7.06490  0.22571  -0.32
C  -4.10309  5.34471  -1.43366  -0.23
C  -2.97094  4.34107  -1.42167  -0.24
C  -1.75119  4.95561  -2.17497  -0.20
C  -1.82826  6.48955  -2.14930  -0.21
H  -4.67470  5.33227  -2.36694  0.11
H  -4.93301  5.20480  -0.73727  0.10
H  -2.75733  3.92348  -0.43742  0.09
H  -3.28294  3.40982  -1.90472  0.11
H  -1.69777  4.52096  -3.16976  0.11
H  -0.83717  4.65438  -1.66618  0.09
H  -2.15460  6.83615  -3.13207  0.10
H  -0.95522  7.05929  -1.85116  0.11
O  6.52897  1.15145  2.77245  -0.31
S  5.73526  0.66521  1.68374  0.67
O  4.45812  1.27031  1.30911  -0.35
C  6.78912  0.48838  0.25689  -0.22
C  7.53035  -0.84201  0.44896  -0.20
C  6.84257  -1.71376  1.53559  -0.19
C  5.46902  -1.10851  1.90403  -0.23
H  7.27843  1.38667  -0.10371  0.11
H  5.99172  0.33244  -0.48417  0.10
H  7.65702  -1.41290  -0.46849  0.11
H  8.54622  -0.66407  0.80231  0.11
H  7.45443  -1.70788  2.43236  0.11
H  6.58847  -2.70839  1.17453  0.10
H  5.07817  -1.29786  2.89798  0.11
H  4.70510  -1.29229  1.14868  0.08
O  -8.18276  1.09346  3.87399  -0.33
S  -7.47161  0.75051  2.67660  0.68
O  -7.89494  -0.30189  1.77378  -0.34
C  -7.26065  2.23412  1.64011  -0.21
C  -5.88427  2.78285  2.01977  -0.22
C  -4.98239  1.56728  2.30227  -0.24
C  -5.69857  0.54381  3.16667  -0.19
H  -8.12423  2.86352  1.81833  0.10
H  -7.08433  1.80126  0.65677  0.10
H  -5.44297  3.41629  1.25058  0.10
H  -5.83541  3.40434  2.92025  0.12
H  -3.99033  1.89662  2.60415  0.10
H  -4.80365  1.08107  1.33415  0.11
H  -5.57865  0.68204  4.23682  0.10
H  -5.58040  -0.50356  2.89057  0.09
O  -0.75795  2.35232  -0.74430  -0.32
S  -0.71378  1.31881  0.27203  0.73
O  -1.77948  1.25383  1.26666  -0.34
C  -0.59324  -0.27692  -0.63822  -0.21
C  0.69024  -0.89602  -0.22639  -0.24
C  1.71719  0.15250  0.24736  -0.23
C  0.92351  1.12405  1.12236  -0.19
H  -0.53767  0.09670  -1.66325  0.10
H  -1.49379  -0.85932  -0.46966  0.11
H  0.57129  -1.44607  0.71320  0.10
H  1.18191  -1.51872  -0.97465  0.11
H  2.23873  0.53686  -0.63075  0.12
H  2.45786  -0.35249  0.86327  0.09
H  1.47049  2.06817  1.15257  0.11
H  0.86618  0.77480  2.14970  0.11



[2]
Entry from the OMol25 dataset: a molecular structure, C23H43N2OP3PbSe (ωB97M-V/def2-TZVPD).

Its spin multiplicity is 1. The net charge is +4. The max |F| comes out at 0.067 Eh/bohr. As for the energy relative to the best compared isomer or geometry (same formula, charge and spin): 0.0 kJ/mol. As for the gap between HOMO and LUMO (alpha / beta): 3.497 / 3.519 eV.

Last column: Löwdin charge in e.
Cartesian coordinates (Å):
Pb  0.08244  -1.79323  -0.17657  1.23
P  0.40459  1.79884  1.50031  0.88
P  -2.45174  0.68811  -0.04374  0.74
P  2.56568  -0.09338  -0.13490  0.64
H  -1.39862  -3.43838  -5.97709  0.07
C  -0.53363  -3.89951  -5.50342  -0.07
C  -0.44662  -4.01160  -4.17816  -0.09
H  -1.25471  -3.62178  -3.55450  0.04
C  0.41896  3.50617  0.81654  -0.22
C  -0.88463  2.06387  2.77156  -0.23
C  1.83009  2.05063  2.62823  -0.23
C  -3.36291  -0.11543  -1.39007  -0.29
C  -3.73171  0.44635  1.24388  -0.26
C  -2.98724  2.46298  -0.36132  -0.24
C  3.19959  -1.06817  -1.54201  -0.30
C  3.84476  -0.49956  1.07721  -0.24
C  3.24726  1.53736  -0.70309  -0.23
H  0.20599  -4.34585  -6.17217  0.08
H  0.35596  -4.60606  -3.75903  0.05
H  0.54948  4.19759  1.66064  0.09
H  -0.51565  3.72413  0.28445  0.03
H  1.24626  3.62035  0.10360  0.04
H  -0.52297  2.85520  3.44097  0.09
H  -1.03450  1.14183  3.34493  0.05
H  -1.84503  2.37011  2.33982  0.03
H  1.64350  3.00110  3.14949  0.08
H  2.78768  2.10383  2.09348  0.03
H  1.87933  1.23950  3.36645  0.05
H  -4.39608  0.24920  -1.39640  0.08
H  -3.37420  -1.19183  -1.19449  0.05
H  -2.90275  0.05644  -2.36741  0.03
H  -4.66713  0.92524  0.92270  0.08
H  -3.41949  0.88673  2.19745  0.04
H  -3.90229  -0.62327  1.38567  0.05
H  -4.08545  2.44442  -0.51444  0.08
H  -2.49775  2.86640  -1.26405  0.00
H  -2.73944  3.11348  0.50127  0.05
H  4.27132  -0.83712  -1.63327  0.08
H  2.68162  -0.79398  -2.47365  0.05
H  3.06494  -2.14387  -1.36331  0.05
H  4.79287  -0.61793  0.55894  0.08
H  3.59609  -1.42717  1.58808  0.06
H  3.94728  0.27367  1.83435  0.05
H  4.25095  1.33394  -1.11902  0.09
H  3.33822  2.26532  0.11928  0.05
H  2.61019  1.96983  -1.49122  0.01
C  0.38033  1.36270  -4.32524  -0.55
C  -0.19910  0.09380  -4.47309  -0.09
C  -0.07827  -0.55320  -5.70523  0.01
C  0.65697  0.01260  -6.74859  0.08
C  1.25613  1.25476  -6.53656  0.03
C  1.12914  1.96191  -5.33525  -0.04
Se  -0.03770  2.44798  -2.82338  1.04
H  -1.47757  2.07928  -2.93046  -0.08
H  -0.72381  -0.43068  -3.66169  0.10
H  -0.50660  -1.55127  -5.73298  0.08
H  0.82005  -0.54673  -7.68778  0.17
H  1.83488  1.68714  -7.31883  0.13
H  1.54529  2.95528  -5.19594  0.13
N  -0.18777  -2.37660  7.75280  0.19
C  -1.09660  -2.69384  6.76480  -0.45
O  -2.04522  -3.45073  6.95803  0.11
C  -0.80014  -2.13128  5.38799  -0.06
C  0.46956  -1.61739  5.00519  0.04
C  0.70195  -1.36045  3.63828  -0.15
N  -0.21174  -1.54274  2.64565  -0.08
C  -1.44383  -1.95692  3.05597  -0.15
C  -1.77666  -2.25888  4.38171  0.05
H  -0.47335  -2.70022  8.65050  0.12
H  0.43243  -1.55762  7.68322  0.12
H  1.28146  -1.45237  5.73290  0.13
H  1.68627  -1.01259  3.31877  0.09
H  -2.20084  -2.09831  2.26902  0.10
H  -2.79578  -2.62809  4.61425  0.16



[3]
Entry from the OMol25 dataset: a molecular structure, C23H43N2OP3PtS (ωB97M-V/def2-TZVPD).

Its spin multiplicity is 5. The net charge is +4. The max |F| comes out at 0.042 Eh/bohr. As for the energy relative to the best compared isomer or geometry (same formula, charge and spin): 7.1 kJ/mol. As for the gap between HOMO and LUMO (alpha / beta): 7.754 / 3.488 eV.

Last column: Löwdin charge in e.
Cartesian coordinates (Å):
Pt  0.33561  -0.35913  0.03240  0.49
P  -0.62733  0.43328  -1.99208  0.69
P  0.86611  -1.99649  1.64162  0.66
P  2.57388  0.17266  -0.57901  0.69
H  -1.96232  4.35700  0.94055  0.06
C  -2.31714  4.12467  -0.07013  -0.06
C  -3.22442  3.16356  -0.29647  -0.04
H  -3.54883  2.48465  0.49879  0.06
C  -2.45073  0.40767  -2.08074  -0.22
C  -0.16275  -0.59767  -3.42934  -0.21
C  -0.28971  2.15561  -2.49967  -0.23
C  1.58840  -1.25885  3.13672  -0.24
C  -0.49269  -3.02980  2.29543  -0.21
C  2.06480  -3.25514  1.05980  -0.21
C  2.81315  1.91629  -1.01553  -0.22
C  3.14557  -0.77131  -2.03072  -0.22
C  3.84576  -0.11464  0.69198  -0.22
H  -1.94784  4.75692  -0.88435  0.07
H  -3.69778  3.03716  -1.27570  0.08
H  -2.87578  0.55217  -1.08113  0.02
H  -2.79731  -0.55326  -2.48152  0.06
H  -2.79601  1.22094  -2.73687  0.08
H  -0.80008  -1.48897  -3.45930  0.05
H  0.88606  -0.90781  -3.37491  0.02
H  -0.32023  -0.01811  -4.34941  0.09
H  -0.52259  2.84412  -1.67764  0.02
H  -0.94078  2.39764  -3.35332  0.09
H  0.75328  2.26543  -2.81505  0.05
H  1.61305  -2.01652  3.92955  0.08
H  0.97145  -0.41674  3.46430  0.03
H  2.60580  -0.90782  2.93883  0.04
H  -0.25167  -3.33446  3.32350  0.08
H  -0.60974  -3.92498  1.67332  0.06
H  -1.42924  -2.46069  2.29747  0.05
H  2.58927  -3.69894  1.91781  0.09
H  2.79879  -2.84354  0.35810  0.02
H  1.50429  -4.05027  0.54943  0.06
H  3.37123  2.42002  -0.21860  0.06
H  1.86286  2.43988  -1.13870  0.01
H  3.38005  1.97565  -1.95210  0.09
H  4.24420  -0.80340  -2.02100  0.09
H  2.81128  -0.27454  -2.95001  0.06
H  2.75742  -1.79719  -2.00409  0.05
H  3.66106  0.53212  1.55858  0.03
H  4.82295  0.14389  0.25847  0.09
H  3.86661  -1.16305  1.00926  0.04
C  1.20798  2.61610  1.80418  -0.54
C  2.16938  2.34164  2.80234  -0.05
C  3.19510  3.25123  3.04804  0.04
C  3.23374  4.46804  2.36005  0.08
C  2.22166  4.79533  1.44969  0.04
C  1.19464  3.89401  1.19765  -0.05
S  -0.02882  1.46158  1.41348  0.80
H  -0.38242  -2.75474  -1.25592  0.13
H  2.06605  1.42537  3.37871  0.10
H  3.96359  3.00560  3.78371  0.15
H  4.04152  5.17507  2.54894  0.16
H  2.23582  5.75598  0.93240  0.15
H  0.36610  4.13451  0.53262  0.10
N  -5.45585  -1.81145  1.12110  0.22
C  -4.22402  -1.41612  0.68371  -0.45
O  -3.77938  -0.28637  0.90343  0.04
C  -3.48686  -2.41703  -0.15867  -0.08
C  -4.09110  -3.44898  -0.89252  0.10
C  -3.30482  -4.22730  -1.74668  0.05
C  -1.94647  -3.97936  -1.86629  0.02
N  -1.38361  -2.96319  -1.14568  0.09
C  -2.12534  -2.21126  -0.29475  -0.11
H  -5.91254  -1.17962  1.76470  0.14
H  -5.67024  -2.79043  1.22132  0.12
H  -5.16317  -3.60671  -0.80717  0.15
H  -3.74311  -5.02961  -2.34065  0.15
H  -1.27745  -4.54434  -2.51029  0.16
H  -1.58836  -1.41597  0.26404  0.02



[4]
Entry from the OMol25 dataset: a molecular structure, C23H43N2OP3RuSe (ωB97M-V/def2-TZVPD).

Its spin multiplicity is 6. The net charge is +3. The max |F| comes out at 0.064 Eh/bohr. As for the energy relative to the best compared isomer or geometry (same formula, charge and spin): 36.9 kJ/mol. As for the gap between HOMO and LUMO (alpha / beta): 8.169 / 4.780 eV.

Last column: Löwdin charge in e.
Cartesian coordinates (Å):
Ru  -1.07264  -0.07662  0.80178  0.60
P  -3.23495  -0.14046  0.01668  0.69
P  0.08699  -2.17381  0.18043  0.78
P  -0.21278  1.98948  0.09510  0.72
H  2.69196  -0.79659  -1.86423  0.01
C  3.12842  0.08975  -1.51448  -0.12
C  3.78732  0.18943  -0.34279  0.00
H  3.87013  -0.64219  0.34965  0.06
C  -3.51297  -0.01382  -1.78216  -0.22
C  -3.89327  -1.75979  0.53026  -0.22
C  -4.01429  1.31882  0.77638  -0.23
C  1.81941  -2.73799  0.11601  -0.25
C  -0.50273  -3.36201  1.41158  -0.26
C  -0.39618  -2.98855  -1.44829  -0.24
C  1.49006  2.72728  -0.03160  -0.24
C  -0.77845  3.18499  1.32369  -0.26
C  -0.86395  2.85238  -1.43748  -0.26
H  2.85849  0.97626  -2.04978  0.03
H  4.29932  1.12212  -0.07545  0.08
H  -4.57780  -0.06100  -2.07027  0.08
H  -2.98052  -0.83914  -2.28186  0.05
H  -3.07914  0.91243  -2.18714  0.04
H  -4.96303  -1.92038  0.35847  0.08
H  -3.69364  -1.90174  1.59652  0.04
H  -3.35200  -2.55877  0.01445  0.04
H  -5.11683  1.29207  0.79562  0.08
H  -3.69157  2.23816  0.25566  0.05
H  -3.63569  1.38218  1.80674  0.04
H  1.92016  -3.73553  -0.30952  0.07
H  2.22501  -2.78570  1.12007  0.06
H  2.48008  -2.09963  -0.44651  -0.01
H  -0.32018  -4.40409  1.14543  0.08
H  -1.56606  -3.25427  1.60956  0.02
H  0.00626  -3.18951  2.35905  0.05
H  0.20789  -3.88309  -1.69068  0.07
H  -0.26415  -2.26936  -2.27658  0.01
H  -1.44702  -3.31422  -1.42714  0.04
H  1.40606  3.77058  -0.36580  0.06
H  2.17573  2.23405  -0.72167  0.00
H  1.96794  2.74664  0.95294  0.05
H  -0.61204  4.18491  0.92421  0.07
H  -0.19666  3.09809  2.24353  0.05
H  -1.83500  3.05235  1.53815  0.03
H  -0.38343  3.85297  -1.49294  0.07
H  -1.95869  2.98513  -1.37059  0.04
H  -0.59845  2.28863  -2.35078  -0.07
C  1.78370  0.24494  -5.03073  -0.61
C  3.12366  -0.09004  -4.72402  -0.07
C  4.10098  -0.05378  -5.71086  0.01
C  3.72969  0.23238  -7.04625  0.05
C  2.35292  0.38296  -7.38932  0.01
C  1.40389  0.37758  -6.38390  -0.11
Se  0.40087  0.46965  -3.87261  1.17
H  -1.56914  -0.88408  -0.39173  -0.10
H  3.35382  -0.37135  -3.70359  0.07
H  5.15483  -0.26136  -5.44772  0.15
H  4.49813  0.31314  -7.82774  0.15
H  2.04206  0.48578  -8.43278  0.14
H  0.35185  0.47486  -6.59078  0.11
N  -0.83571  -0.35586  7.73845  0.16
C  0.09348  0.40992  7.03377  -0.45
O  0.86763  1.19892  7.56253  0.11
C  -0.05513  0.26256  5.53212  -0.07
C  -1.22579  -0.36080  5.04985  0.02
C  -1.38304  -0.49015  3.67428  -0.11
N  -0.44926  0.03243  2.83411  -0.14
C  0.69753  0.59577  3.26799  -0.11
C  0.91597  0.77300  4.63780  0.06
H  -0.73475  -0.33275  8.75461  0.14
H  -1.20321  -1.21564  7.34234  0.10
H  -2.04721  -0.73784  5.68157  0.13
H  -2.27893  -0.92853  3.19860  0.10
H  1.41009  0.96908  2.50924  0.11
H  1.83390  1.27878  4.95057  0.14